No. 1
{
  "formula": "C33H68F3N4O16S6Si",
  "method": "ωB97M-V/def2-TZVPD",
  "fmax_ev_per_a": 1.04,
  "homo_lumo_gap_ev": 8.45,
  "e_lumo_ev": -2.7316,
  "total_energy_ev": -155078.1771,
  "charge": 1,
  "homo_energy_ev": -11.2,
  "symbols": ["S", "S", "S", "S", "S", "S", "Si", "F", "F", "F", "O", "O", "O", "O", "O", "O", "O", "O", "O", "O", "O", "O", "O", "O", "O", "O", "N", "N", "N", "N", "C", "C", "C", "C", "C", "C", "C", "C", "C", "C", "C", "C", "C", "C", "C", "C", "C", "C", "C", "C", "C", "C", "C", "C", "C", "C", "C", "C", "C", "C", "C", "C", "C", "H", "H", "H", "H", "H", "H", "H", "H", "H", "H", "H", "H", "H", "H", "H", "H", "H", "H", "H", "H", "H", "H", "H", "H", "H", "H", "H", "H", "H", "H", "H", "H", "H", "H", "H", "H", "H", "H", "H", "H", "H", "H", "H", "H", "H", "H", "H", "H", "H", "H", "H", "H", "H", "H", "H", "H", "H", "H", "H", "H", "H", "H", "H", "H", "H", "H", "H", "H"],
  "positions_angstrom": [[-2.469886, -0.997676, -6.306891], [3.336056, -1.292388, -4.360496], [2.542290, 4.352896, 3.283333], [-0.677734, -0.335800, 9.715212], [-5.708117, -4.158562, 1.138185], [3.303199, 2.559245, -8.139448], [1.063041, -3.826571, 0.269677], [-7.239691, 0.195815, 3.133502], [-2.200907, -3.828073, 3.677369], [-3.099524, -4.841263, 2.031246], [-1.582532, -0.957265, -5.182252], [0.539579, 0.255545, 10.168082], [-0.678316, -1.630296, 9.100870], [-2.521221, -0.477816, 4.749636], [3.967275, -0.508768, -3.342358], [4.255225, -1.283652, -5.658365], [-3.117218, 0.438824, -6.486906], [3.450616, 3.170704, -6.854850], [2.491287, 2.920659, 3.331029], [3.157324, 3.685733, -9.247023], [2.935718, -2.638203, -4.080404], [2.293115, 1.566300, -8.354089], [-1.998373, -1.471067, -7.567431], [3.997444, 4.824621, 3.682871], [2.117941, 5.035459, 2.101660], [-1.743581, -0.323298, 10.886260], [-4.985969, 0.504237, 2.717306], [-3.632718, -2.680544, 2.336858], [-5.512089, -1.633502, 1.937740], [-3.488658, -1.384250, 2.789427], [-1.360589, -3.280173, 1.516874], [-3.942346, -1.861081, -5.881123], [-4.870449, -2.773606, 1.835455], [-1.647523, -1.352771, 11.901005], [-2.269825, -0.887053, 3.456650], [0.815360, 0.859775, 0.334089], [-1.538634, 1.693032, -7.909614], [0.271621, -1.247834, -0.720023], [1.701814, 5.026580, 4.673982], [-1.497879, 0.812952, 8.661515], [-2.220473, 1.573177, -6.561996], [-4.653467, -0.765786, 2.503007], [-6.702526, 0.932533, 0.941179], [5.298322, 4.845416, 1.589549], [-4.072891, 1.513927, 3.249987], [5.119608, 4.249206, 2.970326], [1.646685, -1.203942, 1.266409], [-6.345586, 0.940159, 2.412523], [1.554026, 0.188068, 1.302610], [-2.685292, -1.559437, 5.680086], [4.861326, 1.930313, -8.655828], [1.976293, -0.410253, -5.037632], [2.117597, -4.419839, 1.701070], [1.558305, 5.318023, -8.329945], [1.656943, -4.468180, -1.367184], [-2.559287, -3.688382, 2.386881], [1.863312, 4.304324, -9.414327], [5.639886, -1.659745, -5.499861], [0.997304, -1.940486, 0.260272], [-0.730070, -4.390444, 0.687697], [0.179780, 0.140995, -0.687795], [5.825540, -3.157763, -5.368124], [-0.538220, -1.084531, 12.896567], [-2.443592, 0.385635, 8.341288], [-0.628596, -0.080565, 13.310042], [5.151042, 1.171221, -7.932381], [-1.530945, -2.325131, 11.421002], [-4.668603, -1.723009, -6.677189], [5.402346, -3.529026, -4.435987], [-0.845497, 0.985487, 7.808082], [6.066873, -1.125676, -4.649680], [1.623764, -0.932026, -5.923423], [-7.525309, 1.607385, 0.752411], [2.642095, -4.035044, -1.537952], [5.985395, 4.464360, 3.592126], [-1.711275, -1.979366, 5.909886], [-5.831888, 1.198609, 0.350922], [1.095916, 3.530448, -9.469541], [2.225147, -1.690126, 2.037397], [-2.614425, -1.346150, 12.398959], [5.329247, -3.678589, -6.186510], [2.291911, 0.601055, -5.283287], [-1.251113, -4.506367, -0.258673], [1.793608, -5.544343, -1.394331], [-0.222476, -1.823633, -1.490674], [3.166624, -4.172257, 1.558494], [-4.316826, -1.475418, -4.937190], [-6.448572, 1.951656, 2.786909], [1.193392, -0.390452, -4.282318], [0.717480, 1.934089, 0.345021], [-1.653958, 1.737888, 9.209638], [0.639504, 4.849798, 4.522581], [-3.148527, 1.557175, 2.690896], [1.434936, 4.838007, -7.359790], [1.041691, -4.138918, -2.198127], [-3.392398, -2.294719, 5.308023], [2.022383, 0.778495, 2.070082], [-0.646105, -5.326632, 1.226881], [0.637368, 5.850107, -8.569396], [-0.842090, 0.873444, -8.079791], [-3.120523, -1.131220, 6.571863], [6.887671, -3.402563, -5.383589], [2.049153, 4.524528, 5.572540], [2.370350, 6.038588, -8.239510], [6.224889, 4.480383, 1.147321], [5.005534, 3.165370, 2.929177], [1.903152, 6.093222, 4.717919], [4.754353, 1.494954, -9.645182], [5.581985, 2.743442, -8.660242], [1.907487, 4.790973, -10.386002], [-6.996008, -0.072025, 0.660950], [4.475494, 4.575537, 0.929062], [-3.878542, 1.354925, 4.303393], [5.335450, 5.932999, 1.643555], [6.136159, -1.296851, -6.398109], [-0.392274, 0.637359, -1.456994], [-0.612663, -2.944426, 2.231800], [-1.647667, -2.445481, 0.890748], [-3.679281, -2.912434, -5.789333], [-4.520951, 2.492430, 3.155380], [-0.980585, 2.628333, -7.957573], [-2.273951, 1.675567, -8.713733], [2.048384, -5.493839, 1.839465], [-1.493270, 1.514534, -5.750758], [-1.493892, -1.643624, 3.440851], [-5.465429, -3.920784, -0.159203], [-0.588924, -1.808633, 13.709248], [0.442881, -1.162479, 12.430431], [-2.850765, 2.440270, -6.376218], [1.790823, -3.921136, 2.612969], [-1.899805, -0.043549, 2.891345]],
  "forces_ev_per_a": [[-0.27, 0.18, -0.11], [-0.19, 0.28, -0.38], [0.21, 0.25, 0.27], [-0.37, 0.29, 0.05], [-0.13, -0.62, 0.22], [0.37, 0.02, -0.33], [-0.07, -0.12, 0.06], [-0.17, -0.27, 0.14], [0.07, 0.07, 0.47], [-0.24, -0.27, -0.23], [0.17, -0.07, 0.12], [0.19, -0.16, -0.06], [0.15, -0.07, -0.04], [-0.33, 0.00, -0.02], [0.09, -0.14, 0.18], [-0.06, 0.04, -0.04], [-0.09, -0.06, 0.04], [-0.19, -0.11, 0.16], [-0.12, -0.15, -0.14], [0.09, -0.04, 0.01], [0.00, -0.08, 0.23], [-0.21, 0.02, 0.22], [0.15, -0.11, 0.01], [-0.09, 0.03, 0.06], [-0.13, -0.12, -0.12], [-0.04, 0.04, -0.09], [0.21, 0.37, 0.18], [-0.49, -0.55, 0.26], [0.04, 0.20, -0.06], [0.55, -0.23, -0.14], [-0.09, -0.66, 0.68], [-0.05, 0.01, 0.06], [-0.54, 0.26, -0.52], [0.07, -0.36, 0.43], [0.45, 0.32, 0.51], [-0.32, -0.50, -0.49], [-0.01, -0.26, -0.06], [0.30, 0.08, 0.53], [0.00, -0.01, 0.08], [-0.06, 0.03, -0.04], [0.33, 0.42, -0.10], [-0.40, 0.07, -0.11], [0.12, -0.65, 0.15], [-0.24, 0.05, -0.03], [0.02, 0.12, 0.19], [0.44, -0.17, -0.32], [-0.39, 0.39, -0.40], [-0.39, 0.33, -0.34], [-0.38, 0.04, -0.34], [-0.04, 0.43, -0.01], [0.06, 0.00, -0.07], [-0.05, 0.09, -0.10], [-0.08, 0.37, -0.21], [0.10, -0.11, 0.16], [0.24, 0.21, 0.21], [0.84, 0.21, -0.58], [-0.45, 0.25, -0.03], [0.45, -0.18, 0.07], [0.40, -0.02, 0.28], [0.58, 0.70, -0.48], [0.14, -0.31, 0.31], [-0.18, -0.05, 0.09], [0.14, 0.12, -0.16], [-0.02, 0.01, 0.03], [-0.05, -0.02, 0.05], [-0.06, 0.00, 0.04], [0.03, 0.07, -0.13], [0.02, 0.00, -0.02], [0.01, 0.02, 0.01], [0.04, -0.03, 0.02], [-0.12, 0.03, 0.04], [-0.01, -0.02, 0.01], [-0.10, 0.19, -0.05], [0.11, 0.10, -0.08], [-0.12, 0.08, 0.14], [0.03, -0.31, 0.04], [0.04, 0.27, -0.12], [0.09, -0.09, 0.04], [0.08, -0.19, 0.03], [-0.06, 0.14, -0.12], [0.05, 0.01, -0.04], [0.06, -0.01, -0.01], [-0.29, -0.37, 0.03], [-0.20, -0.22, -0.01], [-0.09, 0.10, -0.25], [0.14, 0.06, -0.04], [0.00, 0.02, 0.00], [0.33, 0.17, 0.20], [0.02, -0.07, 0.04], [0.14, 0.16, 0.12], [0.02, 0.00, 0.02], [0.00, -0.02, -0.05], [0.17, -0.07, -0.10], [-0.01, -0.01, -0.01], [-0.15, -0.07, -0.16], [0.07, -0.24, -0.13], [0.24, -0.01, 0.25], [-0.23, -0.24, 0.02], [0.01, 0.00, -0.07], [0.04, 0.04, 0.02], [0.06, 0.13, 0.20], [0.02, 0.05, -0.04], [0.02, 0.00, -0.01], [-0.02, 0.04, -0.05], [0.03, -0.01, 0.06], [-0.14, 0.02, 0.04], [0.01, 0.01, -0.02], [-0.02, 0.00, 0.00], [-0.01, 0.01, 0.02], [0.17, -0.07, -0.03], [-0.09, -0.10, -0.10], [0.01, -0.03, 0.00], [0.17, -0.12, 0.11], [0.07, 0.00, 0.02], [-0.15, 0.07, -0.06], [-0.01, 0.22, -0.05], [0.05, 0.33, 0.03], [0.05, 0.22, -0.11], [0.05, 0.01, -0.02], [-0.25, 0.09, -0.17], [-0.02, 0.03, 0.06], [-0.02, 0.07, 0.01], [-0.08, -0.17, 0.02], [-0.04, -0.13, 0.02], [-0.19, -0.27, -0.22], [0.19, 0.34, 0.09], [-0.07, -0.01, 0.00], [-0.01, -0.03, 0.00], [-0.15, -0.12, 0.03], [0.00, -0.10, 0.22], [0.02, 0.18, -0.06]]
}

No. 2
{
  "formula": "C19H24N4O3S",
  "method": "ωB97M-V/def2-TZVPD",
  "fmax_ev_per_a": 0.98,
  "homo_lumo_gap_ev": 9.08,
  "smiles": "COc1ccccc1CN1CCNC(=O)[C@H]1CC(=O)NCc1csc(C)n1",
  "e_lumo_ev": 0.5535,
  "total_energy_ev": -43031.6237,
  "de_lowest_kj_mol": 109.7,
  "charge": 0,
  "homo_energy_ev": -8.5,
  "symbols": ["S", "O", "O", "O", "N", "N", "N", "N", "C", "C", "C", "C", "C", "C", "C", "C", "C", "C", "C", "C", "C", "C", "C", "C", "C", "C", "C", "H", "H", "H", "H", "H", "H", "H", "H", "H", "H", "H", "H", "H", "H", "H", "H", "H", "H", "H", "H", "H", "H", "H", "H"],
  "positions_angstrom": [[4.987130, -1.871041, 0.700355], [1.508868, 2.330316, -1.451310], [1.597149, 0.494331, 2.401266], [-3.319690, -2.107103, 0.630844], [5.401607, -0.033280, -1.028929], [0.711092, -0.647971, 0.693237], [-1.392340, 1.156022, 0.456211], [2.824759, 2.219709, 0.374695], [4.504145, 0.478055, -0.139926], [6.717118, -2.041951, -1.527989], [-0.961749, 0.428988, -0.720361], [5.756369, -1.230608, -0.746943], [4.165048, -0.365846, 0.869907], [-0.256746, 1.521715, 1.280115], [-3.641350, 0.213005, 0.357113], [-4.341313, 1.276620, -0.188158], [-5.184906, -1.300395, -0.712185], [-4.064281, -1.095322, 0.083978], [4.019813, 1.880232, -0.358463], [-5.871248, -0.221404, -1.243323], [0.490375, 2.749602, 0.693786], [0.753215, 0.404465, 1.519000], [-3.740454, -3.434887, 0.436155], [-5.451155, 1.070149, -0.988437], [-0.250988, -0.880858, -0.363919], [1.638100, 2.397436, -0.244037], [-2.438842, 0.481498, 1.220602], [-2.095658, -0.455695, 1.680339], [6.249510, -2.965569, -1.866120], [-3.994976, 2.277148, 0.020031], [0.274937, -1.271572, -1.239246], [-3.719264, -3.713719, -0.622571], [7.049691, -1.468338, -2.388624], [3.793462, 2.008312, -1.421305], [-1.832969, 0.215436, -1.341307], [2.850083, 2.139195, 1.380562], [-0.639014, 1.819764, 2.262889], [-4.744613, -3.601958, 0.837667], [7.578080, -2.304865, -0.914612], [-0.288065, 1.076320, -1.283370], [-0.238456, 3.337147, 0.134965], [-5.984609, 1.909815, -1.406371], [1.394290, -1.374317, 0.864690], [-0.980981, -1.630208, -0.033368], [-6.738394, -0.400957, -1.861309], [3.492894, -0.206547, 1.690023], [-5.531023, -2.298386, -0.930056], [-3.029061, -4.052049, 0.983687], [-2.733101, 1.164615, 2.024868], [4.823304, 2.578143, -0.090728], [0.884185, 3.346804, 1.515963]],
  "forces_ev_per_a": [[0.17, 0.55, -0.51], [-0.10, -0.02, -0.39], [0.10, 0.19, 0.47], [-0.05, 0.42, -0.01], [0.35, 0.42, -0.67], [0.16, -0.32, -0.10], [-0.16, 0.11, 0.07], [0.48, -0.07, 0.22], [-0.41, -0.23, 0.58], [0.15, -0.16, -0.10], [0.18, -0.24, -0.22], [-0.26, -0.62, 0.71], [0.14, -0.11, -0.08], [0.01, 0.29, 0.00], [0.03, -0.24, 0.15], [-0.01, -0.18, 0.02], [0.06, -0.30, 0.04], [0.02, 0.19, 0.04], [0.10, 0.10, -0.25], [0.01, 0.07, -0.01], [0.05, -0.15, 0.00], [-0.23, -0.10, 0.16], [-0.06, -0.24, -0.04], [-0.09, 0.08, -0.07], [-0.47, 0.05, -0.26], [-0.09, 0.39, 0.28], [0.04, -0.07, 0.11], [-0.03, 0.10, 0.04], [0.04, -0.05, -0.07], [0.06, 0.14, 0.03], [-0.06, 0.04, 0.04], [-0.02, 0.01, 0.05], [0.02, 0.00, -0.03], [0.11, 0.03, 0.19], [0.09, -0.02, -0.04], [-0.17, 0.06, -0.06], [0.11, -0.13, -0.11], [0.03, 0.01, -0.03], [0.07, -0.03, -0.04], [-0.08, -0.09, -0.04], [0.08, -0.03, 0.05], [-0.05, 0.08, -0.03], [0.00, 0.20, 0.10], [0.09, 0.05, -0.10], [-0.07, -0.01, -0.05], [-0.22, 0.13, 0.15], [0.00, -0.10, 0.00], [-0.08, 0.00, -0.06], [0.05, -0.11, 0.01], [-0.09, -0.06, -0.11], [-0.01, 0.01, -0.01]]
}